Entry 1:
The following is a quantum chemistry calculation of a cluster of 2 separate species, H2N3O2S in total in a non-equilibrium geometry, from the OMol25 dataset.

- HOMO (spin up / spin down): -3.6 / -3.6 eV
- Charge: -1
- Kohn-Sham gap (spin up / spin down): 7.5 / 7.5 eV
- ΔE to the lowest compared entry with this formula, charge and spin: 482.1 kJ/mol
- Largest force on an atom: 4.96 eV Å⁻¹
- LUMO (spin up / spin down): 3.9010 / 3.9016 eV

Geometry (Å):
N -1.417 0.045 0.055
N -0.095 -0.563 -0.050
N 0.914 0.189 -0.341
O -0.022 -1.825 -0.051
O 2.534 -0.775 -0.387
S 0.841 1.768 -0.156
H -1.214 1.120 -0.204
H -1.542 0.041 1.136

---

Entry 2:
The following is a quantum chemistry calculation of a cluster of 2 separate species, H2N3OP in total in a non-equilibrium geometry, from the OMol25 dataset.

- HOMO (spin up / spin down): -9.0 / -9.2 eV
- Kohn-Sham gap (spin up / spin down): 6.5 / 6.7 eV
- ΔE to the lowest compared entry with this formula, charge and spin: 445.8 kJ/mol
- Largest force on an atom: 6.45 eV Å⁻¹
- LUMO (spin up / spin down): -2.4834 / -2.4484 eV

Geometry (Å):
N 1.055 1.438 1.578
N 1.481 0.243 0.895
N 0.687 1.003 0.253
O 0.278 -1.271 -2.082
P -0.133 1.217 -1.094
H 0.349 1.448 2.343
H -0.557 -1.274 -2.374

---

Entry 3:
The following is a quantum chemistry calculation of a structure of composition H2N4 in a non-equilibrium geometry, from the OMol25 dataset.

- HOMO: -10.4 eV
- Kohn-Sham gap: 10.1 eV
- ΔE to the lowest compared entry with this formula, charge and spin: 379.7 kJ/mol
- Largest force on an atom: 1.30 eV Å⁻¹
- LUMO: -0.3181 eV

Geometry (Å):
N 0.970 0.633 -0.068
N 0.970 -0.633 0.069
N -0.318 0.897 0.164
N -0.318 -0.897 -0.164
H -0.651 1.630 -0.482
H -0.652 -1.629 0.481

---

Entry 4:
The following is a quantum chemistry calculation of a structure of composition H2N5O2 in a non-equilibrium geometry, from the OMol25 dataset.

- HOMO: -4.3 eV
- Charge: -1
- Kohn-Sham gap: 8.2 eV
- ΔE to the lowest compared entry with this formula, charge and spin: 207.7 kJ/mol
- Largest force on an atom: 3.52 eV Å⁻¹
- LUMO: 3.8667 eV

Geometry (Å):
N 1.731 0.450 0.366
N 0.794 -0.082 0.871
N -1.363 -0.843 0.144
N 2.393 1.427 0.080
N -1.758 -0.567 -1.008
O 3.529 1.727 -0.371
O -2.985 -0.732 -1.273
H -0.184 -0.312 0.460
H -2.158 -1.068 0.732

---

Entry 5:
The following is a quantum chemistry calculation of the molecule H2NO2P in a non-equilibrium geometry, from the OMol25 dataset.

- HOMO (spin up / spin down): -7.1 / -10.6 eV
- Kohn-Sham gap (spin up / spin down): 7.3 / 7.0 eV
- ΔE to the lowest compared entry with this formula, charge and spin: 395.2 kJ/mol
- Largest force on an atom: 5.94 eV Å⁻¹
- LUMO (spin up / spin down): 0.1589 / -3.6054 eV
- 2S+1: 3

Geometry (Å):
N 0.220 0.838 -0.259
O -0.774 1.498 -0.058
O 1.282 1.220 -0.588
P -0.090 -0.793 0.741
H -1.259 -1.039 0.119
H 0.621 -1.723 0.045

---

Entry 6:
The following is a quantum chemistry calculation of a cluster of 2 separate species, H2NO3S3 in total in a non-equilibrium geometry, from the OMol25 dataset.

- HOMO: -3.9 eV
- Charge: -1
- Kohn-Sham gap: 6.9 eV
- ΔE to the lowest compared entry with this formula, charge and spin: 80.7 kJ/mol
- Largest force on an atom: 2.15 eV Å⁻¹
- LUMO: 3.0199 eV

Geometry (Å):
N -1.018 -1.451 -0.731
O 1.223 0.834 1.642
O 0.810 2.717 0.033
O 0.718 0.541 -1.007
S -1.384 -2.073 0.721
S -1.432 -2.003 -2.180
S 0.259 1.408 0.317
H 0.728 0.311 2.267
H 0.096 -0.283 -1.061

---

Entry 7:
The following is a quantum chemistry calculation of a cluster of 2 separate species, H2NO4P in total in a non-equilibrium geometry, from the OMol25 dataset.

- HOMO (spin up / spin down): -10.0 / -10.2 eV
- Kohn-Sham gap (spin up / spin down): 8.2 / 8.3 eV
- ΔE to the lowest compared entry with this formula, charge and spin: 454.8 kJ/mol
- Largest force on an atom: 4.93 eV Å⁻¹
- LUMO (spin up / spin down): -1.8129 / -1.8240 eV

Geometry (Å):
N 1.891 0.473 -0.102
O 2.095 0.317 -1.289
O 2.136 1.418 0.583
O 0.635 -1.851 -0.521
O -1.173 0.551 0.858
P 0.837 -0.925 0.687
H 0.952 -1.709 -1.434
H -0.828 1.223 1.382

---

Entry 8:
The following is a quantum chemistry calculation of a structure of composition H2NO4S2 in a non-equilibrium geometry, from the OMol25 dataset.

- HOMO: -4.9 eV
- Charge: -1
- Kohn-Sham gap: 8.3 eV
- ΔE to the lowest compared entry with this formula, charge and spin: 145.9 kJ/mol
- Largest force on an atom: 4.15 eV Å⁻¹
- LUMO: 3.4297 eV

Geometry (Å):
N 0.442 -0.084 0.589
O 2.207 -0.409 -1.340
O 2.573 1.532 0.106
O 3.040 -0.623 0.963
O -0.045 -1.206 0.068
S -0.309 1.274 -0.202
S 2.227 0.116 -0.010
H 0.180 -1.368 -0.934
H 0.733 2.051 -0.623

---

Entry 9:
The following is a quantum chemistry calculation of a cluster of 2 separate species, H2NOS in total in a non-equilibrium geometry, from the OMol25 dataset.

- HOMO (spin up / spin down): -2.7 / -2.7 eV
- Charge: -1
- Kohn-Sham gap (spin up / spin down): 6.0 / 6.0 eV
- ΔE to the lowest compared entry with this formula, charge and spin: 66.5 kJ/mol
- Largest force on an atom: 2.97 eV Å⁻¹
- LUMO (spin up / spin down): 3.3162 / 3.3169 eV

Geometry (Å):
N 0.051 -1.862 0.862
O 1.075 -2.454 0.480
S -0.576 1.641 0.236
H 0.333 -1.060 1.430
H -0.916 1.234 -0.999

---

Entry 10:
The following is a quantum chemistry calculation of the ion H2NOS2 with charge -1 in a non-equilibrium geometry, from the OMol25 dataset.

- HOMO: -3.8 eV
- Charge: -1
- Kohn-Sham gap: 7.3 eV
- ΔE to the lowest compared entry with this formula, charge and spin: 173.4 kJ/mol
- Largest force on an atom: 2.97 eV Å⁻¹
- SMILES: N=[S@@H]([O-])=S
- LUMO: 3.4925 eV

Geometry (Å):
N -0.953 0.405 0.862
O 0.149 -1.616 -0.306
S 1.290 1.113 -1.940
S 0.184 -0.175 -0.025
H -1.872 0.291 0.461
H 1.202 -0.018 0.948

---

Entry 11:
The following is a quantum chemistry calculation of a structure of composition H2NP in a non-equilibrium geometry, from the OMol25 dataset.

- HOMO: -9.5 eV
- Kohn-Sham gap: 9.3 eV
- ΔE to the lowest compared entry with this formula, charge and spin: 126.8 kJ/mol
- Largest force on an atom: 6.56 eV Å⁻¹
- LUMO: -0.1953 eV

Geometry (Å):
N -0.694 -0.025 0.055
P 0.837 0.071 0.034
H -1.149 1.242 -0.064
H 1.006 -1.288 -0.025

---

Entry 12:
The following is a quantum chemistry calculation of a cluster of 2 separate species, H2NP in total in a non-equilibrium geometry, from the OMol25 dataset.

- HOMO (spin up / spin down): -9.7 / -8.1 eV
- Kohn-Sham gap (spin up / spin down): 9.2 / 7.4 eV
- ΔE to the lowest compared entry with this formula, charge and spin: 266.3 kJ/mol
- Largest force on an atom: 2.58 eV Å⁻¹
- LUMO (spin up / spin down): -0.5548 / -0.6914 eV

Geometry (Å):
N 1.169 0.547 -0.015
P 0.687 -0.878 -0.013
H 0.403 1.250 0.024
H -1.878 -0.909 0.347

---

Entry 13:
The following is a quantum chemistry calculation of the molecule H2NPS2 in a non-equilibrium geometry, from the OMol25 dataset.

- HOMO (spin up / spin down): -9.2 / -8.0 eV
- Kohn-Sham gap (spin up / spin down): 7.5 / 5.8 eV
- ΔE to the lowest compared entry with this formula, charge and spin: 349.6 kJ/mol
- Largest force on an atom: 4.31 eV Å⁻¹
- SMILES: NSP=S
- LUMO (spin up / spin down): -1.6780 / -2.1572 eV

Geometry (Å):
N 0.709 -1.123 0.696
P -0.514 0.712 -1.451
S -1.144 3.155 -1.070
S -0.236 0.340 0.570
H 0.875 -1.402 -0.284
H 0.309 -1.682 1.539

---

Entry 14:
The following is a quantum chemistry calculation of a structure of composition H2NaO in a non-equilibrium geometry, from the OMol25 dataset.

- HOMO: -17.6 eV
- Charge: +1
- Kohn-Sham gap: 12.7 eV
- ΔE to the lowest compared entry with this formula, charge and spin: 3.6 kJ/mol
- Largest force on an atom: 1.33 eV Å⁻¹
- LUMO: -4.9054 eV

Geometry (Å):
O 0.239 0.004 -0.131
H 0.808 0.476 -0.781
H 0.777 -0.027 0.692
Na -1.824 -0.454 0.220